{"formula": "C26H18ClN3NiO6", "method": "ωB97M-V/def2-TZVPD", "largest_force_ha_per_bohr": 0.03478, "total_energy_ev": -97576.1515, "gap_ev": [6.7, 6.7], "de_lowest_ev": 1.9775, "spin_multiplicity": 3, "charge": 0, "e_homo_ha": [-0.296, -0.296], "symbols": ["C", "C", "H", "H", "C", "H", "H", "H", "C", "O", "C", "C", "C", "C", "C", "C", "C", "C", "H", "H", "H", "N", "C", "C", "H", "H", "H", "C", "O", "C", "H", "H", "C", "H", "C", "H", "N", "C", "C", "Cl", "C", "H", "H", "O", "O", "C", "C", "C", "C", "H", "O", "N", "Ni", "O", "C"], "positions_angstrom": [[0.634, -1.408, 4.053], [4.683, 2.114, 0.835], [-1.616, 2.269, -3.475], [-3.071, 0.464, 1.359], [1.475, -1.953, -1.698], [-2.625, -1.925, -3.786], [2.343, -2.599, -1.472], [1.338, -0.307, 0.936], [0.399, -2.585, -2.363], [0.526, -2.279, 6.254], [3.865, 1.492, -0.094], [2.895, 3.634, 1.266], [-1.769, -2.500, -3.457], [-1.700, -3.843, -3.680], [1.381, -1.099, 2.920], [-0.732, -1.138, 4.045], [-2.889, 1.260, -0.661], [-3.699, 2.497, -2.942], [-2.409, -0.377, 2.987], [2.449, -1.274, 2.869], [-1.303, -1.375, 4.932], [-1.134, 0.310, 0.629], [-4.227, 1.613, -0.788], [0.765, -0.544, 1.816], [4.207, 0.629, -0.651], [1.308, -4.540, -2.277], [5.692, 1.760, 0.998], [-1.347, -0.579, 2.944], [0.098, 2.771, -0.948], [-4.634, 2.241, -1.954], [-4.932, 1.401, 0.005], [-5.668, 2.531, -2.088], [-2.384, 2.098, -2.731], [-2.505, -4.359, -4.188], [-0.602, -0.272, 1.802], [4.779, 3.691, 2.295], [2.621, 1.897, -0.345], [4.178, 3.194, 1.544], [-0.583, -4.591, -3.252], [-0.540, -6.302, -3.554], [-2.363, 0.627, 0.547], [-3.978, 2.997, -3.858], [2.959, -2.037, 4.505], [0.433, 4.565, 0.334], [1.546, -0.764, -1.354], [-0.724, -1.794, -2.776], [1.200, -2.022, 5.298], [0.447, -3.974, -2.612], [2.155, 2.962, 0.303], [2.449, 4.485, 1.760], [-0.810, -0.543, -2.573], [-2.004, 1.493, -1.623], [0.132, 0.796, -1.241], [2.519, -2.289, 5.321], [0.773, 3.481, -0.113]], "lowdin_charge": [-0.122, -0.069, 0.128, 0.125, -0.174, 0.114, 0.136, 0.080, -0.137, 0.126, -0.138, -0.003, 0.000, -0.093, -0.001, 0.004, -0.235, -0.025, 0.104, 0.114, 0.126, 0.109, 0.001, 0.002, 0.104, 0.115, 0.100, 0.004, -0.114, -0.048, 0.116, 0.112, -0.086, 0.106, -0.221, 0.107, 0.097, -0.060, -0.682, 0.645, -0.024, 0.111, 0.086, 0.047, -0.078, -0.341, -0.477, -0.071, -0.193, 0.117, -0.087, 0.048, 0.854, 0.128, -0.586]}

{"formula": "C5H10O2", "method": "ωB97M-V/def2-TZVPD", "largest_force_ha_per_bohr": 0.12338, "total_energy_ev": -9438.7677, "gap_ev": 10.6, "de_lowest_ev": 4.2753, "charge": 0, "e_homo_ha": -0.354, "symbols": ["H", "H", "C", "C", "O", "H", "H", "C", "C", "H", "H", "H", "H", "O", "H", "H", "C"], "positions_angstrom": [[1.161, -0.923, -1.384], [-0.949, -1.964, 0.297], [-0.524, -0.149, -0.458], [-1.266, -1.002, 0.675], [1.730, 1.084, 1.096], [-2.515, 0.662, -1.032], [1.106, 0.808, -1.351], [-1.451, 0.858, -0.919], [0.910, -0.077, -0.757], [-2.329, -1.118, 0.737], [2.900, -0.150, 0.118], [-0.973, -1.049, 1.712], [1.656, -0.918, 1.023], [-1.023, 1.073, 0.417], [-1.078, 1.609, -1.606], [0.807, 1.376, 1.059], [1.855, -0.060, 0.390]], "lowdin_charge": [0.132, 0.061, -0.271, -0.031, -0.032, 0.120, 0.133, -0.138, -0.130, 0.077, 0.125, 0.083, 0.116, -0.128, 0.120, 0.076, -0.314]}

{"formula": "C36H60N11PSW", "method": "ωB97M-V/def2-TZVPD", "largest_force_ha_per_bohr": 0.06988, "total_energy_ev": -76633.4472, "gap_ev": [6.0, 7.3], "de_lowest_ev": 0.0000, "spin_multiplicity": 3, "charge": 2, "e_homo_ha": [-0.424, -0.462], "symbols": ["H", "H", "H", "H", "H", "H", "S", "H", "C", "C", "H", "H", "H", "C", "N", "N", "C", "C", "N", "C", "C", "W", "H", "H", "C", "C", "C", "H", "H", "P", "C", "C", "H", "H", "C", "N", "H", "H", "C", "C", "H", "H", "H", "H", "H", "H", "C", "C", "H", "H", "N", "C", "H", "C", "N", "H", "H", "H", "C", "C", "H", "H", "H", "H", "H", "C", "C", "H", "H", "H", "H", "C", "H", "C", "C", "H", "N", "N", "H", "H", "H", "H", "H", "C", "H", "H", "C", "H", "H", "H", "H", "C", "C", "C", "H", "H", "H", "C", "N", "H", "C", "N", "C", "C", "H", "C", "H", "H", "H", "N"], "positions_angstrom": [[1.091, -1.752, 2.604], [0.765, 4.310, -0.800], [-1.144, -1.394, -4.322], [2.243, -4.201, -3.555], [3.180, -4.686, 4.131], [-4.707, 2.452, -1.654], [-2.682, -3.748, 1.574], [-2.502, -3.239, -3.047], [-3.942, -0.171, 0.303], [6.059, 0.499, -0.128], [-3.732, 2.793, -3.140], [1.372, -0.014, -4.345], [-1.224, -2.565, -2.091], [4.068, -3.006, 2.970], [0.286, 3.055, 0.794], [-2.813, -0.251, -0.612], [-2.119, -0.921, -4.177], [-2.764, 1.856, 3.280], [-3.906, 0.724, -2.545], [-5.018, 0.476, 2.409], [-3.074, -0.223, -1.992], [-0.920, -0.131, 0.390], [-7.126, -1.338, 0.460], [-4.995, -0.675, -3.682], [2.559, -3.187, -3.343], [1.044, 3.276, 1.996], [-1.957, -2.371, 1.816], [5.994, 2.307, 1.183], [0.994, 4.315, 2.330], [2.388, -1.020, 0.027], [6.161, 1.231, 1.220], [-2.304, -2.495, -2.271], [2.032, 3.218, -0.316], [2.050, 0.499, -2.067], [-2.731, 1.326, 2.011], [-1.535, 1.555, 1.265], [2.083, 3.053, 1.761], [4.209, -2.011, 3.351], [-6.232, -0.059, 1.954], [3.816, -2.919, 1.465], [3.634, -3.233, -3.520], [0.679, 2.602, -1.284], [-5.900, 0.680, -3.068], [-5.963, 1.163, 4.176], [0.510, -2.819, 1.308], [-3.863, 3.833, 1.575], [-4.945, 0.412, -3.523], [-3.943, 1.901, 4.057], [0.802, -4.045, 3.424], [0.504, -1.052, -3.190], [-1.341, -1.303, 1.857], [-1.491, 5.216, 0.619], [-5.077, -1.554, -0.884], [-5.050, 1.240, 3.595], [2.707, -1.486, -1.565], [-2.021, 0.151, -4.379], [-4.827, 0.977, -4.471], [-3.768, 4.389, -0.115], [-5.082, -0.891, -0.018], [2.258, -2.851, -1.917], [-1.858, 2.352, 3.614], [5.033, -3.505, 3.111], [-2.304, 5.861, 0.947], [1.117, -2.670, -4.913], [3.852, -3.928, 1.042], [1.491, -0.858, -3.646], [2.460, -0.411, -2.556], [4.737, -0.457, -1.422], [1.761, -4.702, 2.086], [1.204, -2.981, -1.671], [7.195, 1.132, 1.609], [1.927, -2.175, -4.354], [3.400, -0.152, -3.040], [-3.386, 3.670, 0.598], [-6.246, -0.805, 0.775], [2.859, 0.638, 2.166], [3.588, 0.098, 0.256], [2.510, -2.261, 1.120], [3.659, 1.940, 1.281], [-7.130, 0.006, 2.555], [6.742, 0.948, -0.855], [5.255, -0.447, 2.242], [4.590, -2.333, 0.982], [4.672, 0.402, -0.737], [6.439, -0.511, 0.020], [-2.823, -1.364, -4.915], [1.385, -2.601, 1.961], [2.728, -1.937, -5.053], [2.642, -3.117, 4.522], [-1.257, 5.464, -0.408], [-2.873, -2.700, -1.357], [2.927, -3.710, 3.665], [3.710, 0.885, 1.503], [-1.066, 2.823, 0.919], [2.853, -3.520, -1.264], [-0.614, 5.414, 1.279], [-2.918, 2.299, -1.604], [-3.872, 0.572, 1.503], [0.873, -0.329, 0.116], [0.680, 2.688, 2.840], [0.960, 3.313, -0.482], [-1.931, 3.831, 0.677], [1.680, -3.866, 2.795], [-3.826, 2.124, -2.200], [4.371, 1.315, -1.280], [5.066, 0.637, 2.128], [-3.962, 2.459, 4.975], [-3.624, 2.669, 0.276], [5.117, 1.073, 3.124], [-2.582, -1.173, -2.814]], "lowdin_charge": [0.104, 0.067, 0.070, 0.114, 0.128, 0.092, 0.766, 0.107, -0.244, -0.176, 0.134, 0.123, 0.072, -0.169, -0.185, -0.074, -0.019, -0.016, -0.147, -0.138, -0.334, 1.491, 0.112, 0.100, -0.166, -0.038, -0.871, 0.110, 0.088, 0.696, -0.178, -0.026, 0.088, 0.094, -0.288, -0.089, 0.062, 0.091, -0.010, -0.166, 0.118, 0.087, 0.098, 0.126, 0.074, 0.122, -0.030, -0.035, 0.119, 0.070, -0.152, -0.003, 0.119, -0.019, -0.206, 0.107, 0.108, 0.106, -0.019, -0.215, 0.119, 0.128, 0.104, 0.108, 0.122, -0.183, -0.223, 0.105, 0.121, 0.100, 0.126, -0.153, 0.113, -0.016, -0.030, 0.119, -0.191, -0.189, 0.088, 0.123, 0.122, 0.101, 0.098, -0.188, 0.113, 0.112, -0.251, 0.108, 0.107, 0.096, 0.068, -0.188, -0.199, -0.296, 0.119, 0.109, 0.072, -0.073, -0.364, 0.100, -0.019, -0.070, -0.163, -0.052, 0.122, -0.180, 0.113, 0.047, 0.118, -0.126]}

{"formula": "C3H8NO3", "method": "ωB97M-V/def2-TZVPD", "largest_force_ha_per_bohr": 0.00739, "total_energy_ev": -10874.9949, "gap_ev": 7.4, "de_lowest_ev": 0.7927, "charge": -1, "e_homo_ha": -0.145, "symbols": ["C", "N", "O", "H", "H", "H", "C", "H", "H", "H", "C", "H", "O", "H", "O"], "positions_angstrom": [[-1.666, 1.399, 1.271], [2.447, -2.264, -1.356], [2.296, -0.140, -0.534], [-1.597, 0.112, -0.478], [3.450, -2.204, -1.259], [-1.022, 2.132, 1.764], [1.779, -0.978, -1.303], [-2.570, 1.915, 0.917], [-0.081, 0.193, 0.431], [-0.548, 1.530, -0.549], [-0.953, 0.761, 0.108], [2.176, -2.759, -2.194], [-2.052, 0.387, 2.208], [-2.415, 0.808, 2.991], [0.757, -0.894, -2.016]], "lowdin_charge": [-0.336, 0.056, -0.110, 0.074, 0.041, 0.101, -0.870, 0.097, 0.064, 0.079, -0.097, 0.041, -0.096, 0.062, -0.106]}

{"formula": "C26H79N17O11", "method": "ωB97M-V/def2-TZVPD", "largest_force_ha_per_bohr": 0.13034, "total_energy_ev": -76096.2680, "gap_ev": 9.0, "de_lowest_ev": 5.7032, "charge": 0, "e_homo_ha": -0.326, "symbols": ["H", "N", "H", "H", "H", "O", "H", "N", "H", "H", "H", "C", "H", "C", "H", "H", "H", "N", "H", "H", "H", "H", "H", "O", "H", "N", "H", "H", "C", "H", "N", "H", "C", "H", "H", "H", "H", "H", "H", "O", "H", "N", "C", "C", "H", "H", "H", "H", "H", "H", "O", "H", "H", "C", "H", "H", "H", "C", "C", "C", "N", "N", "H", "H", "H", "H", "H", "C", "H", "N", "H", "H", "C", "H", "H", "H", "O", "H", "H", "C", "H", "N", "N", "H", "H", "C", "H", "H", "H", "N", "H", "N", "H", "H", "C", "O", "C", "C", "H", "O", "N", "C", "H", "C", "O", "C", "C", "C", "C", "C", "N", "H", "O", "H", "H", "H", "H", "H", "H", "H", "H", "N", "C", "H", "H", "C", "O", "O", "H", "N", "H", "H", "H"], "positions_angstrom": [[5.903, -1.966, -22.355], [-0.658, -2.702, -18.731], [6.939, 9.300, -24.378], [0.316, -4.850, -19.996], [5.326, 6.131, -23.592], [7.130, 2.654, -19.597], [11.884, 5.411, -18.161], [11.098, 6.005, -18.386], [4.878, 1.023, -16.152], [8.960, 0.793, -17.986], [7.542, 7.257, -19.826], [7.010, 8.498, -25.112], [4.609, -2.541, -16.540], [6.370, 3.345, -20.242], [5.574, -4.026, -16.493], [1.073, 4.581, -21.701], [5.236, 1.642, -17.760], [7.141, 2.878, -16.911], [7.052, -0.357, -24.372], [5.024, -3.730, -17.933], [7.447, 5.071, -20.135], [8.360, 1.725, -22.535], [7.200, 2.846, -17.919], [1.930, -1.114, -17.988], [7.055, -3.921, -22.418], [0.176, 2.688, -21.188], [0.773, -0.984, -19.744], [3.270, -3.250, -22.209], [4.866, 3.783, -24.101], [9.193, 3.767, -18.469], [5.329, 7.379, -18.667], [6.342, 3.546, -25.502], [7.923, 0.097, -23.899], [8.772, 4.366, -22.095], [4.398, -0.398, -21.272], [4.756, 1.969, -20.595], [6.838, 6.420, -25.155], [7.325, 3.715, -16.377], [11.141, 6.972, -18.675], [4.408, 4.451, -23.160], [4.920, 7.357, -24.496], [7.766, -0.414, -20.016], [6.526, 1.979, -16.229], [7.496, 1.211, -22.956], [-0.333, 1.826, -21.054], [9.627, 3.903, -23.502], [7.723, 6.712, -22.379], [10.616, 2.423, -25.800], [4.872, 2.157, -25.267], [7.580, 9.041, -19.784], [1.704, 1.653, -22.516], [7.364, 0.505, -19.891], [11.746, 1.819, -24.457], [9.263, 4.784, -22.974], [8.751, -0.258, -20.176], [7.006, 1.998, -23.529], [6.331, -4.600, -20.937], [2.485, 0.203, -18.289], [1.487, -1.665, -19.280], [0.739, -3.882, -20.266], [8.358, -0.925, -23.010], [4.612, -2.149, -24.173], [2.808, 0.806, -17.441], [4.316, -3.064, -20.987], [4.683, 3.603, -21.250], [1.732, -3.972, -20.706], [9.333, -0.440, -25.557], [6.362, -4.665, -22.025], [6.768, -5.667, -22.160], [5.504, 7.119, -23.708], [4.490, 7.517, -18.123], [2.644, 4.157, -22.367], [4.350, -3.266, -22.057], [4.881, -3.051, -24.538], [6.233, 8.624, -25.866], [5.726, -0.656, -17.825], [10.075, 1.042, -24.327], [5.833, 6.541, -18.413], [10.114, 5.444, -22.805], [5.975, 8.455, -19.235], [2.359, -1.674, -19.934], [7.087, 8.159, -19.801], [9.955, 4.282, -18.051], [7.656, -0.957, -22.285], [8.687, 1.166, -25.663], [5.347, -3.135, -17.078], [1.069, -3.657, -18.290], [8.813, 7.521, -23.600], [9.141, -0.578, -22.475], [5.520, 1.439, -16.811], [5.292, -1.568, -24.644], [5.968, 4.122, -24.762], [-0.631, -1.908, -18.107], [-0.091, 3.499, -20.648], [0.667, -3.008, -19.069], [5.600, 9.646, -19.105], [8.035, 6.779, -23.422], [6.392, -1.412, -18.241], [11.448, 0.837, -25.866], [6.795, 1.954, -15.033], [1.740, 3.887, -22.007], [7.805, -1.092, -18.719], [8.299, -0.351, -16.773], [9.933, 5.546, -18.433], [8.285, 5.446, -23.759], [1.247, 2.688, -21.998], [10.998, 1.587, -25.215], [4.876, -2.051, -22.710], [8.690, -0.243, -17.784], [4.235, -0.713, -22.303], [5.150, 2.893, -20.705], [6.208, 4.940, -21.346], [8.874, 6.140, -18.748], [6.603, 4.808, -24.380], [3.150, -0.814, -22.295], [7.930, 8.430, -25.692], [6.819, 0.963, -22.138], [8.282, -2.065, -18.833], [3.388, 0.116, -18.894], [1.779, 0.915, -18.716], [5.852, -1.715, -19.138], [6.704, 4.538, -20.563], [8.983, 0.396, -24.951], [0.073, -3.466, -21.021], [-1.251, -3.445, -18.390], [6.883, 7.141, -24.338], [4.990, -4.524, -22.457], [6.573, -2.422, -17.325], [4.480, 0.170, -22.893], [4.376, 2.676, -24.556], [10.760, 3.822, -17.652], [9.661, -0.735, -17.724], [3.555, 2.179, -24.243]], "lowdin_charge": [0.100, 0.033, 0.082, 0.082, -0.002, -0.021, 0.133, 0.190, 0.124, 0.063, 0.050, -0.055, 0.092, -0.695, 0.081, 0.114, 0.101, 0.157, 0.115, 0.081, 0.081, 0.079, 0.026, -0.181, 0.077, 0.139, 0.115, 0.115, -0.687, 0.085, 0.148, 0.120, -0.420, 0.070, 0.050, 0.096, 0.109, 0.124, 0.139, -0.038, 0.064, 0.049, -0.810, -0.058, 0.109, 0.077, 0.109, 0.088, 0.118, 0.126, -0.006, 0.035, 0.097, -0.062, 0.074, 0.052, 0.077, -0.106, -0.132, -0.073, 0.037, 0.070, 0.068, 0.108, 0.061, 0.062, 0.129, -0.084, 0.084, 0.065, 0.098, 0.069, -0.204, 0.068, 0.070, 0.093, -0.217, 0.079, 0.097, -0.714, 0.097, 0.170, 0.177, 0.012, 0.112, -0.077, 0.131, 0.130, 0.064, 0.183, 0.043, 0.183, 0.077, 0.103, -0.480, -0.019, -0.187, -0.250, 0.088, 0.019, 0.177, -0.376, 0.079, -0.741, -0.238, -0.719, -0.125, -0.437, -0.045, -0.061, 0.209, 0.107, -0.016, 0.055, 0.072, 0.074, 0.054, 0.140, 0.062, 0.080, 0.104, 0.220, -0.176, 0.085, 0.086, -0.403, -0.171, -0.168, 0.056, 0.208, 0.119, 0.069, 0.106]}